(i)
Computed, not measured: a molecular structure, C44H33BCl4F2N5O2SSbW, with ωB97M-V with the def2-TZVPD basis set.

Output
HOMO energy (spin up / spin down) = -7.60 / -7.60 eV
lowest unoccupied orbital energy (spin up / spin down) = -0.720 / -0.721 eV

```
94
C44H33BCl4F2N5O2SSbW, DFT ωB97M-V with the def2-TZVPD basis set
W 1.036 -0.886 -0.278
C 4.938 5.118 -0.476
C 4.440 3.707 -0.321
C 4.941 2.864 0.663
C 4.469 1.580 0.812
C 3.458 1.042 -0.005
N 2.946 -0.231 0.219
C 3.651 -1.137 1.024
C 3.840 -0.998 2.401
C 4.518 -1.963 3.118
C 5.004 -3.121 2.507
C 5.700 -4.186 3.310
C 4.755 -3.302 1.157
C 4.089 -2.319 0.434
N 3.719 -2.565 -0.914
C 4.386 -3.299 -1.823
C 3.537 -3.548 -2.874
C 2.336 -2.930 -2.508
N 2.453 -2.335 -1.332
C 3.021 1.873 -1.055
C 3.491 3.180 -1.175
N 2.131 1.413 -2.086
C 1.681 2.108 -3.142
C 0.896 1.278 -3.910
C 0.922 0.063 -3.246
N 1.680 0.142 -2.144
H 5.030 5.608 0.494
H 4.261 5.711 -1.091
H 5.923 5.137 -0.949
H 5.709 3.224 1.338
H 4.882 0.962 1.594
H 3.427 -0.132 2.903
H 4.652 -1.829 4.185
H 6.368 -3.744 4.049
H 6.286 -4.844 2.669
H 4.975 -4.802 3.846
H 5.032 -4.230 0.672
H 5.411 -3.579 -1.652
H 3.750 -4.092 -3.776
H 1.396 -2.899 -3.030
H 3.121 3.818 -1.963
H 1.944 3.134 -3.305
H 0.375 1.526 -4.817
H 0.405 -0.852 -3.475
Cl -0.748 2.986 5.083
C -0.464 2.417 3.480
C -0.733 3.245 2.391
Cl -1.368 4.829 2.641
C -0.528 2.782 1.087
Cl -0.876 3.755 -0.293
C -0.072 1.495 0.906
O 0.159 0.899 -0.268
C 0.191 0.662 1.995
O 0.641 -0.545 1.659
C 0.006 1.116 3.286
Cl 0.365 0.058 4.596
S -0.544 -2.244 -0.887
Sb -3.153 0.467 -1.235
C -4.050 -1.435 -1.641
C -5.045 -1.980 -0.831
C -5.629 -3.197 -1.151
C -5.227 -3.885 -2.289
C -4.239 -3.354 -3.103
C -3.656 -2.135 -2.777
C -3.264 0.299 0.895
C -3.558 1.410 1.682
C -3.566 1.311 3.068
C -3.279 0.101 3.681
C -2.976 -1.011 2.906
C -2.968 -0.912 1.520
C -4.933 1.630 -1.478
C -6.059 1.497 -0.668
C -7.195 2.258 -0.909
C -7.221 3.162 -1.962
C -6.105 3.305 -2.774
C -4.969 2.545 -2.528
H -5.357 -1.461 0.068
H -6.399 -3.611 -0.511
H -5.682 -4.836 -2.539
H -3.920 -3.890 -3.989
H -2.878 -1.731 -3.418
H -3.786 2.363 1.218
H -3.785 2.186 3.669
H -3.273 0.032 4.762
H -2.732 -1.955 3.376
H -2.731 -1.790 0.932
H -6.050 0.800 0.162
H -8.063 2.145 -0.270
H -8.108 3.755 -2.145
H -6.118 4.012 -3.595
H -4.099 2.672 -3.163
F 0.338 -3.014 1.972
B 1.032 -2.879 0.847
F 1.690 -3.995 0.493
```

(ii)
Computed, not measured: a molecular structure, C44H33BCl4F2N5O2SSbW, with ωB97M-V with the def2-TZVPD basis set.

Output
HOMO energy (spin up / spin down) = -6.64 / -6.65 eV
lowest unoccupied orbital energy (spin up / spin down) = -0.479 / -0.478 eV

```
94
C44H33BCl4F2N5O2SSbW, DFT ωB97M-V with the def2-TZVPD basis set
W -0.210 -0.370 0.117
C 4.671 -4.326 -3.116
C 3.500 -3.863 -2.294
C 3.295 -4.337 -0.996
C 2.264 -3.863 -0.215
C 1.356 -2.907 -0.691
N 0.371 -2.385 0.147
C -0.434 -3.286 0.830
C -0.825 -4.505 0.259
C -1.721 -5.348 0.879
C -2.312 -5.012 2.097
C -3.374 -5.878 2.716
C -1.923 -3.821 2.683
C -0.978 -2.994 2.085
N -0.561 -1.847 2.818
C -0.421 -1.760 4.150
C -0.072 -0.462 4.459
C -0.002 0.189 3.230
N -0.294 -0.656 2.240
C 1.537 -2.481 -2.006
C 2.607 -2.925 -2.778
N 0.606 -1.593 -2.632
C 0.210 -1.636 -3.918
C -0.566 -0.526 -4.163
C -0.594 0.161 -2.950
N 0.119 -0.488 -2.030
H 4.800 -5.406 -3.041
H 4.542 -4.073 -4.168
H 5.597 -3.861 -2.772
H 3.977 -5.071 -0.583
H 2.142 -4.210 0.802
H -0.425 -4.765 -0.713
H -2.004 -6.272 0.388
H -3.160 -6.936 2.557
H -3.452 -5.706 3.790
H -4.351 -5.669 2.274
H -2.370 -3.514 3.621
H -0.554 -2.626 4.774
H 0.121 -0.051 5.433
H 0.240 1.213 3.006
H 2.741 -2.518 -3.774
H 0.509 -2.449 -4.555
H -1.050 -0.255 -5.084
H -1.106 1.076 -2.693
Cl -6.988 -1.651 0.211
C -5.458 -0.867 0.347
C -5.369 0.390 0.942
Cl -6.782 1.172 1.549
C -4.128 1.020 1.064
Cl -3.954 2.550 1.844
C -2.999 0.385 0.574
O -1.759 0.875 0.615
C -3.083 -0.875 -0.020
O -1.922 -1.358 -0.422
C -4.313 -1.507 -0.133
Cl -4.370 -3.074 -0.846
S 2.345 -0.083 0.439
Sb 0.473 2.350 -0.177
C 2.284 2.935 -1.109
C 2.768 2.168 -2.166
C 3.915 2.551 -2.844
C 4.592 3.703 -2.466
C 4.119 4.469 -1.411
C 2.966 4.087 -0.735
C -0.835 3.540 -1.380
C -2.218 3.386 -1.295
C -3.063 4.136 -2.102
C -2.535 5.043 -3.009
C -1.159 5.199 -3.106
C -0.313 4.452 -2.297
C 0.568 3.474 1.610
C -0.476 4.298 2.012
C -0.414 4.949 3.238
C 0.690 4.779 4.061
C 1.738 3.960 3.662
C 1.678 3.305 2.439
H 2.256 1.256 -2.457
H 4.286 1.948 -3.663
H 5.491 4.001 -2.991
H 4.647 5.365 -1.112
H 2.603 4.696 0.085
H -2.643 2.687 -0.591
H -4.136 4.011 -2.018
H -3.193 5.628 -3.639
H -0.741 5.904 -3.813
H 0.758 4.584 -2.387
H -1.342 4.431 1.374
H -1.230 5.587 3.550
H 0.735 5.288 5.015
H 2.602 3.828 4.301
H 2.494 2.657 2.136
F 2.245 -2.074 2.399
B 2.831 -0.973 1.918
F 3.896 -0.573 2.616
```

Tell me which of them is the most stable. Sure, it is (ii).

(i)
Computed, not measured: 4 unconnected molecules or ions with the total composition C2H5Cl3P2, with ωB97M-V with the def2-TZVPD basis set.

Output
HOMO energy = -9.41 eV
lowest unoccupied orbital energy = -0.786 eV

```
12
C2H5Cl3P2, DFT ωB97M-V with the def2-TZVPD basis set
C 0.916 -0.587 -0.049
C -2.544 0.483 0.371
P 1.007 0.125 1.395
P -1.830 0.722 -1.173
Cl 1.428 -2.222 -0.343
Cl -2.124 0.973 1.968
Cl -4.067 -0.304 0.334
H 0.389 -0.230 -0.914
H 3.031 -1.006 -0.922
H 0.653 1.419 1.035
H -0.718 1.355 -0.653
H 3.861 -0.729 -1.049
```

(ii)
Computed, not measured: a molecular structure, C2H5Cl3P2, with ωB97M-V with the def2-TZVPD basis set.

Output
HOMO energy (spin up / spin down) = -9.48 / -9.48 eV
lowest unoccupied orbital energy (spin up / spin down) = -1.979 / -1.979 eV

```
12
C2H5Cl3P2, DFT ωB97M-V with the def2-TZVPD basis set
C 0.350 -0.587 -0.598
C 0.409 0.738 -0.080
P -0.888 -1.691 0.272
P -1.384 1.162 0.379
Cl 2.627 -1.376 0.169
Cl 1.088 1.746 -1.482
Cl 1.174 0.994 1.513
H 0.629 -0.477 -1.679
H -0.206 -2.960 0.296
H -0.658 -1.325 1.665
H -1.421 2.552 0.467
H -1.720 1.225 -0.922
```

Tell me which of them is the most stable. Sure, it is (ii).